Density functional theory data (the ωB97M-V functional and the def2-TZVPD basis) for 16 unconnected molecules or ions with the total composition C16H32Cl32 in a non-equilibrium geometry.

```
80
Properties=species:S:1:pos:R:3:forces:R:3
C -5.95041 -3.05615 1.55541 -0.824 0.193 -0.411
Cl -4.88558 -2.61096 0.16036 -0.521 -0.229 0.973
Cl -6.67517 -1.59620 2.37736 0.505 -0.718 -0.498
H -6.81667 -3.62755 1.12801 1.047 0.517 0.568
H -5.39645 -3.60588 2.33200 -0.154 0.277 -0.652
C -0.26244 0.35380 -1.32192 0.638 1.022 1.212
Cl 1.48028 0.61460 -1.41435 0.155 0.114 0.164
Cl -0.93675 0.64629 0.30297 0.224 0.036 -0.355
H -0.68624 1.02151 -2.01766 -0.748 0.753 -0.617
H -0.45990 -0.63514 -1.55750 -0.358 -1.855 -0.469
C -3.07541 2.09422 4.34589 -1.217 0.185 0.046
Cl -3.06703 1.57046 2.70626 -0.144 -0.634 -1.225
Cl -3.49397 3.79060 4.39150 -0.418 0.888 0.325
H -3.78881 1.51203 4.92561 0.127 0.110 -0.047
H -2.10436 2.04769 4.71030 1.629 -0.477 0.802
C -1.03874 -5.84699 3.12921 0.068 1.185 -0.744
Cl -0.48043 -4.09670 3.19207 -0.360 -1.508 0.235
Cl -1.91876 -6.11796 1.65630 -0.520 -0.085 -0.944
H -0.22360 -6.52750 3.09092 0.919 -0.097 0.307
H -1.72789 -6.11023 3.89306 -0.159 0.365 1.042
C 3.01338 -0.01993 1.73904 -1.418 0.480 -0.793
Cl 2.92758 -0.88813 3.25578 0.153 0.210 0.281
Cl 3.76405 -0.98860 0.48568 0.636 -0.259 -0.299
H 1.98835 0.14253 1.37221 0.280 -0.123 0.391
H 3.46949 0.96886 1.76370 0.371 -0.404 0.529
C -0.29036 4.20242 1.82522 0.683 0.300 0.474
Cl 0.75784 2.98035 2.54664 0.441 -0.163 -0.166
Cl 0.49925 5.79645 1.65205 -0.161 -0.368 0.149
H -0.58359 3.91639 0.84242 -0.159 -0.397 -0.293
H -1.09153 4.24118 2.52139 -0.813 0.564 0.254
C 5.71058 -0.10483 -4.38926 -0.086 0.028 -0.548
Cl 7.26846 0.20528 -3.70612 0.993 -0.029 0.505
Cl 4.46429 -0.22191 -3.15308 -0.233 0.058 -0.066
H 5.55657 0.70670 -5.07706 -0.689 0.398 0.013
H 5.73937 -1.01117 -4.96919 -0.033 -0.459 0.137
C -5.33285 2.83309 -0.16787 1.250 -0.774 0.762
Cl -5.80052 3.66943 -1.64516 -0.037 0.142 0.656
Cl -4.44010 1.31757 -0.61016 -0.379 0.311 0.187
H -4.64799 3.36867 0.51950 -0.246 0.245 -0.996
H -6.13408 2.52575 0.48933 -0.655 -0.009 -0.544
C 1.08400 -1.28491 -4.44339 1.126 0.330 -0.243
Cl 0.80109 -0.54739 -6.09877 0.094 -0.489 1.014
Cl 0.27363 -2.81025 -4.16942 -0.775 -0.102 -0.217
H 2.17133 -1.57399 -4.40435 -1.149 0.939 0.142
H 0.74410 -0.54856 -3.67825 0.574 -0.671 -0.867
C -3.95382 -0.51256 -4.90781 0.471 -0.146 0.483
Cl -2.77794 -1.05473 -6.12039 -0.376 0.226 0.008
Cl -3.46497 -1.16932 -3.30383 -0.246 0.183 -0.196
H -3.92413 0.57537 -4.81666 -0.053 -0.307 -0.177
H -4.94523 -0.89790 -5.13825 0.220 0.085 -0.020
C 4.59606 -3.74291 -2.22850 -0.212 -0.099 0.705
Cl 5.64404 -3.81473 -3.65428 -0.507 0.028 0.110
Cl 2.81619 -3.91135 -2.49333 1.265 0.186 -0.104
H 4.90731 -4.50149 -1.53009 -0.083 -0.687 -0.219
H 4.79972 -2.83585 -1.68212 -0.272 0.629 -0.414
C 1.87977 3.79287 -3.95963 -1.107 0.205 -1.052
Cl 3.55940 3.59510 -4.28805 1.152 0.030 -0.238
Cl 1.29872 5.48116 -4.15145 0.251 -0.204 0.030
H 1.32188 3.20716 -4.72316 0.261 0.240 0.998
H 1.72853 3.52639 -2.93238 -0.336 -0.345 0.091
C -1.13555 -1.69024 5.59664 0.495 0.597 -0.563
Cl -1.03187 -0.97399 3.92930 0.128 -0.058 0.968
Cl -0.76510 -0.55188 6.90927 -0.524 0.294 -0.231
H -2.13507 -2.09738 5.64386 0.010 -0.019 0.427
H -0.33726 -2.39272 5.73992 -0.034 -0.691 -0.569
C -2.06155 3.73317 -1.69970 0.935 -1.234 -1.278
Cl -0.28081 3.84096 -1.46439 -0.757 -0.221 0.113
Cl -2.39026 3.73707 -3.44266 -0.148 0.076 0.040
H -2.50482 2.82079 -1.32045 0.498 -0.206 0.269
H -2.50442 4.55935 -1.25301 -0.645 1.585 0.641
C 3.98450 4.23384 0.21552 1.245 0.529 0.381
Cl 4.66814 4.88507 1.76372 -0.523 0.034 -0.737
Cl 4.52809 2.59223 0.02911 0.237 -0.746 -0.437
H 2.92528 4.20629 0.25779 -0.873 0.300 0.260
H 4.35849 4.82335 -0.62874 -0.127 -0.077 0.429
C 2.24973 -5.34651 5.03183 -2.396 1.587 -1.769
Cl 0.89365 -5.93870 5.98580 0.079 -0.320 0.205
Cl 2.55365 -3.64655 5.35358 0.011 0.519 0.141
H 3.13564 -5.80845 5.23672 1.971 -1.697 0.658
H 1.96001 -5.41780 3.95914 0.328 -0.071 0.870
```
Forces are in eV/Å.

- ΔE to the lowest compared entry with this formula, charge and spin (kcal/mol) = 32.0
- Kohn-Sham gap (eV) = 10.7
- charge = 0
- lowest unoccupied orbital energy (eV) = 0.13